Entry from the Open Molecules 2025 dataset: C16H24F9GaNO9S as an isolated structure (the ωB97M-V functional and the def2-TZVPD basis).

Calculated values
- calculated total energy (eV) = -124570.8567
- LUMO energy (eV) = 2.33
- charge = -1
- 2S+1 = 1

Cartesian coordinates (Å):
O -0.557 0.810 -1.287
C -1.203 -0.135 -1.602
N -1.890 -1.062 -1.913
Ga -1.892 -2.559 -0.578
C -0.173 -2.445 0.520
C -0.342 -3.320 1.762
C 0.828 -3.379 2.760
S 1.454 -1.816 3.273
O 2.140 -1.112 2.228
O 0.448 -1.138 4.030
O 2.598 -2.310 4.296
C -3.487 -2.174 0.604
C -3.472 -0.731 1.090
O -4.816 -0.235 1.302
C -4.989 1.105 0.992
C -4.434 2.064 2.031
F -4.962 1.850 3.246
F -3.105 2.036 2.160
F -4.766 3.333 1.691
H -1.964 -3.971 -1.332
H -0.030 -1.398 0.794
H 0.688 -2.804 -0.047
H -0.456 -4.352 1.411
H -1.270 -3.072 2.281
H 0.511 -3.871 3.683
H 1.647 -3.965 2.343
H 3.403 -1.848 4.021
H -3.490 -2.824 1.483
H -4.424 -2.339 0.066
H -2.942 -0.689 2.048
H -2.954 -0.066 0.393
H -6.060 1.311 0.956
H -4.564 1.384 0.020
C 2.894 -0.815 -6.770
C 3.769 -1.558 -5.785
O 3.129 -1.667 -4.501
C 2.250 -2.655 -4.372
O 1.953 -3.457 -5.208
C 1.674 -2.657 -2.939
F 1.382 -1.422 -2.544
F 2.597 -3.160 -2.097
F 0.592 -3.409 -2.877
H 2.618 0.161 -6.371
H 3.428 -0.674 -7.710
H 1.977 -1.368 -6.971
H 4.691 -1.013 -5.594
H 4.029 -2.552 -6.149
C 0.827 2.938 0.768
C 0.425 3.609 2.058
O 1.412 4.592 2.481
C 1.332 5.783 1.930
O 0.542 6.176 1.122
C 2.427 6.697 2.524
F 3.608 6.076 2.604
F 2.080 7.084 3.761
F 2.585 7.790 1.780
H 1.817 2.491 0.861
H 0.116 2.153 0.516
H 0.854 3.651 -0.056
H 0.384 2.891 2.874
H -0.550 4.088 1.981